Entry 1:
Formula: C39H38AsCl2NO5PS4Tc
Source: OMol25
Level of theory: the ωB97M-V functional and the def2-TZVPD basis

2S+1: 4
HOMO-LUMO gap (spin up / spin down), Ha: 0.2721 / 0.2466
Charge: -1

Cartesian coordinates (Å):
Tc 0.069 0.119 0.563
Cl 0.301 -4.004 2.976
C -0.415 -4.055 1.392
C -0.557 -5.318 0.792
C -1.123 -5.437 -0.432
Cl -1.268 -7.021 -1.164
C -1.621 -4.295 -1.100
C -2.287 -4.346 -2.345
C -2.859 -3.217 -2.843
C -2.725 -2.012 -2.123
N -2.015 -1.903 -1.027
C -1.474 -3.025 -0.485
C -0.795 -2.871 0.784
O -0.610 -1.709 1.376
H -0.210 -6.195 1.321
H -2.349 -5.288 -2.875
H -3.400 -3.225 -3.783
H -3.216 -1.114 -2.479
C -3.397 1.407 -4.473
C -3.347 1.913 -3.178
C -2.227 1.699 -2.391
C -1.136 0.957 -2.865
C -1.190 0.478 -4.172
C -2.314 0.697 -4.967
P 0.389 0.850 -1.779
C 1.473 0.019 -2.985
C 2.520 0.681 -3.615
C 3.296 0.015 -4.553
C 3.040 -1.316 -4.853
C 1.996 -1.980 -4.222
C 1.210 -1.312 -3.295
C 0.686 2.629 -1.704
C 0.841 3.451 -2.780
C 1.017 4.838 -2.582
C 0.996 5.356 -1.319
C 0.787 4.525 -0.188
C 0.710 5.055 1.124
C 0.451 4.225 2.171
C 0.272 2.835 1.966
C 0.386 2.248 0.729
C 0.634 3.129 -0.379
H -4.270 1.578 -5.093
H -4.183 2.476 -2.774
H -2.204 2.099 -1.390
H -0.362 -0.080 -4.586
H -2.334 0.312 -5.981
H 2.754 1.698 -3.333
H 4.121 0.531 -5.030
H 3.666 -1.844 -5.562
H 1.802 -3.025 -4.437
H 0.391 -1.830 -2.807
H 0.809 3.050 -3.788
H 1.169 5.486 -3.437
H 1.117 6.422 -1.161
H 0.840 6.124 1.270
H 0.369 4.623 3.177
H 0.007 2.238 2.823
C -5.782 -0.286 0.786
O -4.532 0.377 0.600
C -3.469 -0.016 1.334
S -3.504 -1.295 2.360
S -2.160 1.101 0.994
H -6.416 0.067 -0.022
H -6.210 -0.017 1.751
H -5.665 -1.365 0.747
C 3.166 2.078 3.537
C 2.062 1.239 4.187
As 1.246 -0.153 3.075
C -0.264 -0.566 4.252
C -0.097 -0.458 5.768
C 2.541 -1.580 3.381
C 2.544 -2.213 4.769
H 3.545 2.813 4.252
H 2.804 2.607 2.657
H 3.994 1.453 3.203
H 1.247 1.870 4.540
H 2.455 0.709 5.054
H -0.607 -1.557 3.966
H -1.051 0.112 3.918
H 0.643 -1.153 6.160
H -1.053 -0.692 6.247
H 0.188 0.546 6.088
H 3.498 -1.123 3.158
H 2.367 -2.324 2.613
H 2.744 -1.484 5.555
H 3.331 -2.969 4.813
H 1.600 -2.707 4.997
O 3.940 0.253 1.179
S 3.484 0.054 -0.190
O 2.852 1.264 -0.734
O 4.434 -0.588 -1.072
S 1.891 -1.337 -0.051

Entry 2:
Formula: C26H26O3S2
Source: OMol25
Level of theory: the ωB97M-V functional and the def2-TZVPD basis

2S+1: 1
HOMO-LUMO gap, Ha: 0.2720
Structure (SMILES): CCOC(=S)S[C@H](C=C(c1ccc(OC)cc1)c1ccc(OC)cc1)c1ccccc1
Charge: 0

Cartesian coordinates (Å):
C -2.436 -0.643 2.527
C -1.158 0.082 2.181
O -0.116 -0.928 2.051
C 1.137 -0.420 1.964
S 1.455 1.168 1.650
S 2.386 -1.413 2.565
C 2.999 -2.332 1.129
C 1.840 -2.750 0.304
C 1.560 -2.381 -0.981
C 2.329 -1.381 -1.767
C 2.885 -0.243 -1.163
C 3.648 0.678 -1.870
C 3.792 0.496 -3.267
O 4.433 1.381 -4.078
C 5.039 2.544 -3.466
C 3.204 -0.622 -3.905
C 2.508 -1.543 -3.159
C 0.373 -2.979 -1.633
C -0.443 -2.202 -2.480
C -1.628 -2.695 -3.005
C -1.991 -4.032 -2.714
O -3.200 -4.565 -3.025
C -4.205 -3.685 -3.575
C -1.122 -4.861 -1.965
C 0.007 -4.316 -1.389
C 3.858 -3.376 1.867
C 3.243 -4.485 2.451
C 3.938 -5.237 3.405
C 5.252 -4.918 3.759
C 5.861 -3.814 3.156
C 5.186 -3.057 2.200
H -3.225 0.088 2.729
H -2.758 -1.278 1.694
H -2.350 -1.261 3.429
H -1.275 0.619 1.228
H -0.887 0.801 2.971
H 3.633 -1.645 0.563
H 1.119 -3.373 0.816
H 2.643 -0.007 -0.119
H 4.086 1.540 -1.355
H 5.476 3.083 -4.310
H 4.281 3.163 -2.960
H 5.823 2.248 -2.750
H 3.315 -0.718 -4.984
H 2.081 -2.412 -3.661
H -0.168 -1.171 -2.692
H -2.282 -2.046 -3.593
H -5.057 -4.348 -3.740
H -4.469 -2.886 -2.861
H -3.869 -3.245 -4.527
H -1.407 -5.900 -1.810
H 0.640 -4.933 -0.752
H 2.206 -4.692 2.201
H 3.438 -6.087 3.871
H 5.786 -5.505 4.511
H 6.882 -3.542 3.430
H 5.644 -2.175 1.751

Entry 3:
Formula: BrH8O5V
Source: OMol25
Level of theory: the ωB97M-V functional and the def2-TZVPD basis

2S+1: 2
HOMO-LUMO gap (spin up / spin down), Ha: 0.2652 / 0.2913
ΔE to the lowest compared entry with this formula, charge and spin, kcal per mole: 14.7
Charge: +1

Cartesian coordinates (Å):
O 1.510 0.479 0.580
V 0.079 -0.106 0.011
Br -2.352 -1.207 -0.658
O 1.176 -1.809 -0.884
H 1.361 -1.726 -1.820
H 1.963 -2.212 -0.519
O -0.025 0.838 -1.859
H -0.830 1.235 -2.193
H 0.511 0.692 -2.638
O -0.832 1.878 0.782
H -0.617 2.390 1.561
H -1.326 2.481 0.227
O -0.165 -0.946 2.083
H -0.598 -1.646 2.572
H 0.147 -0.342 2.756